{
  "formula": "C10H11N2",
  "method": "ωB97M-V/def2-TZVPD",
  "symbols": ["C", "C", "C", "C", "C", "C", "C", "C", "C", "C", "N", "N", "H", "H", "H", "H", "H", "H", "H", "H", "H", "H", "H"],
  "positions_angstrom": [[-3.275, -1.072, -0.427], [-3.040, -0.809, 0.970], [-2.456, -0.473, -1.399], [-2.027, 0.001, 1.342], [-1.337, 0.317, -0.966], [-1.129, 0.511, 0.378], [1.466, -2.363, -0.830], [2.831, 2.945, 0.064], [3.164, 0.526, 0.730], [1.831, -1.295, -0.162], [3.060, 1.759, 0.444], [2.367, -0.422, 0.478], [-4.269, -1.562, -0.763], [-3.768, -1.111, 1.726], [-2.300, -0.796, -2.486], [-1.720, 0.018, 2.436], [-0.716, 0.925, -1.473], [1.417, -3.374, -0.344], [0.990, -2.368, -1.836], [2.350, 3.731, 0.718], [3.179, 3.415, -0.916], [3.756, 0.293, 1.606], [-0.374, 1.205, 0.708]],
  "nbo_charge": [-0.20, -0.21, -0.22, -0.22, -0.25, -0.22, -0.34, -0.10, 0.05, 0.49, -0.20, -0.20, 0.24, 0.23, 0.23, 0.22, 0.21, 0.29, 0.29, 0.24, 0.24, 0.22, 0.19],
  "multiplicity": 3,
  "lumo_energy_ev": [-4.760, -7.803],
  "charge": 1,
  "mol_weight_g_mol": 159.21,
  "e_above_lowest_kcal_mol": 71.2,
  "homo_lumo_gap_ha": [0.208, 0.161]
}